1.
A molecular structure, C33H39GeMnN7O5 in a non-equilibrium geometry, computed with the ωB97M-V functional and the def2-TZVPD basis.

Properties
Energy above the lowest of the compared OMol25 structures with the same formula, charge and spin: 27.8 kcal per mole
HOMO (alpha / beta): -0.0040 / -0.0702 Eh
Total charge: -2
<S²>: 0.791
Multiplicity: 2

The geometry in XYZ format:
```
86
C33H39GeMnN7O5, DFT the ωB97M-V functional and the def2-TZVPD basis
Mn 0.82705 -0.55536 0.36409
O 3.82650 1.79781 4.80923
C 4.52125 0.75245 4.39874
O 5.60231 0.45300 4.86411
C 3.88901 -0.06793 3.33743
C 4.43386 -1.21083 2.78000
N 3.53919 -1.67147 1.88350
N 2.46214 -0.89071 1.81948
C 2.65457 0.08564 2.67959
C 1.56300 1.09407 2.77289
O 1.69260 2.01001 3.61691
O 0.61131 0.87357 1.99701
H 2.92632 1.87112 4.32710
H 5.37205 -1.69677 2.97103
H 3.59222 -2.45914 1.25110
N -1.62317 -2.20939 -1.08897
C -2.58327 -1.93736 -0.15971
C -3.92851 -1.94237 -0.47725
C -4.92286 -1.79677 0.50288
C -4.59224 -1.69090 1.82395
C -3.22343 -1.65642 2.18904
C -2.81581 -1.57373 3.54701
C -1.49218 -1.55924 3.86150
C -0.54827 -1.54107 2.80370
N -0.88271 -1.56552 1.52699
C -2.21299 -1.70478 1.21032
H -1.84103 -1.91130 -2.02821
H -0.64748 -2.02531 -0.83490
H -4.20960 -2.09171 -1.51424
H -5.96404 -1.80383 0.20109
H -5.34622 -1.62124 2.59760
H -3.57836 -1.53041 4.31758
H -1.14034 -1.50380 4.88202
H 0.50414 -1.46711 3.02629
C -1.25951 1.19857 -2.89236
C -0.58760 0.31133 -2.07622
N -0.58086 0.45668 -0.73319
C -1.18395 1.51391 -0.21327
C -1.91114 2.47467 -0.95941
C -1.94236 2.27413 -2.34700
C -2.59828 3.49445 -0.22665
C -3.37935 4.58149 -0.60207
C -3.64867 5.23978 -1.81258
C -4.56416 6.34110 -1.83363
C -4.79427 6.99282 -3.00118
N -4.20024 6.65841 -4.18021
C -3.37066 5.62348 -4.06296
N -3.05429 4.90283 -3.00662
H -1.24048 1.04876 -3.96521
H -0.01266 -0.51617 -2.46905
H -1.11875 1.60721 0.86241
H -2.45635 2.98840 -2.97786
H -2.54084 3.34900 0.84811
H -3.86843 5.06340 0.24194
H -5.06493 6.64760 -0.92326
H -5.48583 7.83238 -3.03007
H -2.87493 5.32309 -4.98553
C 1.27561 -4.86603 -2.07482
Ge 1.04542 -3.98901 -0.32460
C -0.60499 -4.75226 0.43170
C 2.45680 -4.81027 0.81093
C 1.34775 -2.10618 -0.43170
H 1.26260 -5.95252 -1.97570
H 2.22475 -4.56484 -2.51700
H 0.47807 -4.56941 -2.75365
H -0.40263 -5.77979 0.73467
H -1.40506 -4.74584 -0.30489
H -0.94737 -4.19894 1.30287
H 2.41304 -5.89946 0.75842
H 2.33100 -4.51676 1.85308
H 3.44763 -4.49460 0.47508
H 2.35719 -2.01162 -0.88198
C 4.43415 0.21849 -0.85684
C 3.11509 0.93854 -1.22112
C 2.70109 0.51702 -2.64472
C 3.35665 2.45431 -1.19993
O 2.14985 0.64184 -0.29987
H 5.26766 0.50902 -1.50367
H 4.29816 -0.86188 -0.93294
H 4.69382 0.46071 0.17492
H 3.51343 0.64865 -3.36454
H 1.84626 1.11121 -2.97682
H 2.40272 -0.53175 -2.63968
H 4.10006 2.76734 -1.93981
H 3.69705 2.75431 -0.20770
H 2.41775 2.96928 -1.40273
```

How positive or negative is each atom? The Mulliken charges in e answer that:
1. Mn 0.612
2. O -0.608
3. C 0.370
4. O -0.689
5. C 0.402
6. C -0.655
7. N -0.134
8. N 0.501
9. C -0.038
10. C 0.376
11. O -0.956
12. O -0.387
13. H 0.417
14. H 0.466
15. H 0.068
16. N 0.328
17. C 0.195
18. C -0.685
19. C -0.657
20. C -0.990
21. C 0.928
22. C -0.918
23. C -1.207
24. C -0.421
25. N 1.226
26. C 0.295
27. H 0.356
28. H -1.543
29. H 0.379
30. H 0.373
31. H 0.371
32. H 0.384
33. H 0.457
34. H 0.548
35. C -1.405
36. C -0.773
37. N 1.262
38. C -0.655
39. C 0.334
40. C -0.275
41. C -0.621
42. C -0.956
43. C 1.065
44. C -0.862
45. C -0.119
46. N -0.792
47. C -0.122
48. N -0.441
49. H 0.419
50. H 0.698
51. H 0.372
52. H 0.651
53. H 0.326
54. H 0.151
55. H 0.292
56. H 0.351
57. H 0.401
58. C -1.504
59. Ge 1.155
60. C -1.347
61. C -1.686
62. C -0.224
63. H 0.390
64. H 0.384
65. H 0.415
66. H 0.535
67. H 0.267
68. H 0.336
69. H 0.446
70. H 0.404
71. H 0.374
72. H 0.483
73. C -1.332
74. C 1.308
75. C -1.399
76. C -1.839
77. O -0.421
78. H 0.497
79. H 0.144
80. H 0.165
81. H 0.492
82. H 0.254
83. H 0.141
84. H 0.383
85. H 0.357
86. H 0.360

=====

2.
A molecular structure, C11H20Cl3N4RuSi in a non-equilibrium geometry, computed with the ωB97M-V functional and the def2-TZVPD basis.

Properties
Energy above the lowest of the compared OMol25 structures with the same formula, charge and spin: 21.1 kcal per mole
HOMO: -0.7231 Eh
Total charge: +3
Multiplicity: 1

The geometry in XYZ format:
```
40
C11H20Cl3N4RuSi, DFT the ωB97M-V functional and the def2-TZVPD basis
Ru 0.08853 -0.00402 -0.63311
C -0.60011 -2.29481 1.17111
C -0.79657 -0.99310 1.89424
N 0.27311 -0.04320 1.50105
C 1.65370 -0.36384 1.97330
C 2.58588 -0.18600 0.81027
N 2.05028 -0.87425 -0.39644
C 2.06186 -2.36552 -0.35582
C 0.74435 -2.83990 -0.88317
N -0.35915 -2.03172 -0.28458
H 0.23840 -2.86599 1.56404
H -1.48994 -2.91100 1.30247
H -1.75190 -0.54657 1.61263
H -0.81300 -1.14371 2.97605
H 0.01421 0.87542 1.85728
H 1.95064 0.29754 2.78635
H 1.67499 -1.37626 2.37398
H 2.66248 0.87741 0.56607
H 3.59243 -0.53850 1.04733
H 2.62936 -0.57112 -1.17446
H 2.86019 -2.77946 -0.97183
H 2.26010 -2.69181 0.66431
H 0.69018 -2.70482 -1.96275
H 0.61248 -3.90627 -0.68069
H -1.20052 -2.21263 -0.82419
Cl 2.16677 -0.39762 -3.68618
Si 0.53665 0.51052 -3.01829
Cl -1.09842 -0.70852 -2.76384
Cl 0.09368 2.27413 -3.74197
C -2.80568 3.90498 -0.11743
C -3.36642 2.63614 -0.16698
C -2.53863 1.54442 -0.32031
N -1.19528 1.67043 -0.41388
C -0.65433 2.90904 -0.36625
C -1.42708 4.04003 -0.22202
H -3.43407 4.77838 0.00037
H -4.43553 2.49108 -0.09174
H -2.94616 0.54420 -0.38311
H 0.42536 2.98535 -0.44939
H -0.95284 5.01158 -0.19240
```

How positive or negative is each atom? The Mulliken charges in e answer that:
1. Ru 0.502
2. C -0.752
3. C -0.560
4. N -0.086
5. C -0.764
6. C -0.715
7. N 0.011
8. C -0.714
9. C -0.478
10. N -0.028
11. H 0.292
12. H 0.463
13. H 0.240
14. H 0.442
15. H 0.423
16. H 0.469
17. H 0.288
18. H 0.397
19. H 0.464
20. H 0.343
21. H 0.442
22. H 0.279
23. H 0.277
24. H 0.416
25. H 0.507
26. Cl -0.102
27. Si 0.783
28. Cl -0.023
29. Cl -0.039
30. C -0.184
31. C -0.938
32. C -0.136
33. N 0.145
34. C -0.255
35. C -0.823
36. H 0.444
37. H 0.470
38. H 0.498
39. H 0.524
40. H 0.477

=====

3.
A molecular structure, C23H39Cl2LuN5O3P in a non-equilibrium geometry, computed with the ωB97M-V functional and the def2-TZVPD basis.

Properties
Energy above the lowest of the compared OMol25 structures with the same formula, charge and spin: 0.0 kcal per mole
HOMO: -0.2160 Eh
Total charge: 0
Multiplicity: 1

The geometry in XYZ format:
```
74
C23H39Cl2LuN5O3P, DFT the ωB97M-V functional and the def2-TZVPD basis
O -0.35447 1.20116 -2.58411
C -1.17597 1.36588 -3.52635
C -0.75238 1.89402 -4.80593
C 0.45582 2.62448 -4.91224
H 1.04789 2.78481 -4.01098
C 0.84935 3.13385 -6.14107
H 1.77539 3.71025 -6.20651
C 0.06050 2.91281 -7.28136
H 0.36270 3.35004 -8.23637
C -1.10464 2.13986 -7.19678
H -1.69862 1.95069 -8.09824
C -1.50759 1.61953 -5.97078
H -2.39809 0.99659 -5.86987
H -2.20507 0.99178 -3.41405
C -2.85199 2.18576 -0.88852
C -2.50888 0.85363 -0.38275
H -3.77304 2.59658 -0.44841
H -2.97754 2.17405 -1.97697
H -2.02445 2.88328 -0.68757
C -2.97877 0.22918 0.67824
C -4.05255 0.73424 1.62855
H -2.60303 -0.75606 0.98983
H -4.68780 1.48216 1.13440
H -3.61590 1.18428 2.53518
H -4.67368 -0.11205 1.95189
Lu -0.25270 -0.28804 -1.09591
Cl 0.64676 1.64432 0.35935
Cl -1.16653 -1.73222 -2.97597
H 3.90939 1.03133 -3.47327
H 5.60364 0.83616 -1.97068
C 3.07792 0.71200 -2.84349
C 4.90773 0.80265 -1.12831
N 3.65083 0.22323 -1.58605
H 2.50847 -0.08531 -3.33279
C 2.94602 -0.58284 -0.81147
O 1.78853 -0.98614 -1.12966
H 5.31944 0.17194 -0.33480
H 3.41163 -0.89855 0.13581
H 2.40929 1.56552 -2.66735
H 4.76303 1.82098 -0.73848
H -1.89562 -5.09281 1.83866
H -0.83022 -6.35037 -0.34951
C -2.18693 -4.29817 1.14027
C -1.26619 -5.49051 -0.87588
N -1.28697 -4.31254 -0.01419
H -2.12121 -3.32967 1.64013
C -0.59789 -3.23890 -0.36073
O -0.74453 -2.09520 0.17309
H -0.65723 -5.24862 -1.75276
H 0.10069 -3.36524 -1.19754
H -3.21977 -4.47822 0.81294
H -2.28305 -5.74861 -1.20235
C 1.83106 -0.84690 5.20527
N 2.26403 0.34700 4.45170
C 1.61429 1.55025 5.01678
N 0.13956 1.44129 5.02726
C -0.25565 0.22938 5.77490
N 0.35893 -0.99805 5.22379
C -0.16671 -1.31730 3.90174
P 0.17502 0.02903 2.62663
C 2.01228 0.20053 3.02223
C -0.42618 1.46718 3.68612
H 2.18261 -0.74097 6.24231
H 2.27232 -1.73733 4.74024
H 1.90037 2.42817 4.42195
H 1.94827 1.65830 6.06079
H -1.34818 0.13096 5.73318
H 0.08201 0.34632 6.81637
H 0.28881 -2.24795 3.53428
H -1.25706 -1.45079 3.95409
H 2.37377 1.07848 2.47302
H 2.52602 -0.69617 2.64471
H -1.52332 1.42660 3.74218
H -0.13392 2.38503 3.16215
```

How positive or negative is each atom? The Mulliken charges in e answer that:
1. O -0.158
2. C -0.181
3. C 0.287
4. C -0.227
5. H 0.393
6. C -0.646
7. H 0.378
8. C -0.342
9. H 0.369
10. C -0.618
11. H 0.369
12. C -0.362
13. H 0.423
14. H 0.550
15. C -1.202
16. C 0.353
17. H 0.403
18. H 0.140
19. H 0.147
20. C 0.292
21. C -1.380
22. H 0.069
23. H 0.407
24. H 0.157
25. H 0.328
26. Lu 0.949
27. Cl -0.612
28. Cl -0.609
29. H 0.377
30. H 0.320
31. C -1.061
32. C -0.904
33. N 0.270
34. H 0.329
35. C 0.094
36. O -0.593
37. H 0.330
38. H 0.233
39. H 0.350
40. H 0.319
41. H 0.328
42. H 0.342
43. C -0.775
44. C -0.904
45. N 0.275
46. H 0.108
47. C 0.164
48. O -0.352
49. H 0.272
50. H 0.270
51. H 0.319
52. H 0.313
53. C -0.854
54. N 0.100
55. C -0.879
56. N 0.077
57. C -0.866
58. N 0.134
59. C -1.275
60. P 1.360
61. C -1.085
62. C -0.960
63. H 0.272
64. H 0.370
65. H 0.394
66. H 0.293
67. H 0.395
68. H 0.268
69. H 0.324
70. H 0.397
71. H 0.506
72. H 0.277
73. H 0.221
74. H 0.429

=====

4.
C15H16N2O4 in the gas phase, computed with the ωB97M-V functional and the def2-TZVPD basis.

Properties
Energy above the lowest of the compared OMol25 structures with the same formula, charge and spin: 4.9 kcal per mole
HOMO: -0.3075 Eh
SMILES: O=C(O)c1[nH]c2ccccc2c1CC(=O)N1CCOCC1
Total charge: 0
Multiplicity: 1

The geometry in XYZ format:
```
37
C15H16N2O4, DFT the ωB97M-V functional and the def2-TZVPD basis
O 0.18835 -0.51057 -3.45897
C 0.32475 -1.49076 -2.75935
O 0.03209 -2.73052 -3.21353
C 0.77778 -1.49609 -1.38557
N 0.77309 -2.65409 -0.63518
C 1.22864 -2.37811 0.61299
C 1.39836 -3.20534 1.71987
C 1.88319 -2.63159 2.87285
C 2.19582 -1.26681 2.93952
C 2.03392 -0.44047 1.85422
C 1.54210 -0.99525 0.66758
C 1.25306 -0.44845 -0.61259
C 1.46872 0.96700 -1.01961
C 0.72067 1.93247 -0.10537
O 1.30855 2.67503 0.65834
N -0.62743 1.91797 -0.17962
C -1.42473 1.04510 -1.01648
C -2.81522 1.65119 -1.18769
O -3.50788 1.77873 0.03725
C -2.66061 2.05440 1.13918
C -1.38347 2.77025 0.72298
H -0.26219 -2.67229 -4.13492
H 0.48386 -3.54924 -0.99119
H 1.15795 -4.25674 1.67022
H 2.02773 -3.24444 3.75022
H 2.57249 -0.86475 3.86792
H 2.26941 0.61096 1.90534
H 1.17468 1.10855 -2.05907
H 2.52867 1.21358 -0.91444
H -0.96372 0.92517 -1.99827
H -1.51908 0.05323 -0.55355
H -3.43141 1.00755 -1.82003
H -2.72610 2.63304 -1.67536
H -2.40037 1.11393 1.64816
H -3.23971 2.67330 1.82930
H -1.62678 3.72124 0.23415
H -0.75517 2.98279 1.59072
```

How positive or negative is each atom? The Mulliken charges in e answer that:
1. O -0.629
2. C 0.418
3. O -0.502
4. C -0.433
5. N -0.005
6. C -0.503
7. C -1.023
8. C -0.426
9. C -0.819
10. C -0.533
11. C 1.348
12. C 1.003
13. C -1.133
14. C 0.738
15. O -0.691
16. N 0.218
17. C -0.329
18. C -0.713
19. O -0.392
20. C -0.486
21. C -0.708
22. H 0.372
23. H 0.186
24. H 0.408
25. H 0.387
26. H 0.400
27. H 0.516
28. H 0.468
29. H 0.375
30. H 0.382
31. H 0.119
32. H 0.399
33. H 0.307
34. H 0.259
35. H 0.349
36. H 0.205
37. H 0.471